{
  "formula": "C5H5NO",
  "method": "ωB97M-V/def2-TZVPD",
  "species": ["O", "N", "C", "C", "C", "C", "C", "H", "H", "H", "H", "H"],
  "coordinates": [[-0.8294, -0.1306, -0.7967], [-1.0978, 0.8920, -1.5596], [-0.6877, -1.7574, 1.2319], [0.4267, -1.0934, 0.7683], [0.2898, 0.0360, -0.1204], [-0.0162, 1.7531, -1.5011], [0.9031, 1.1810, -0.6191], [0.3763, 2.7540, -1.9481], [-1.6146, -2.1260, 0.5257], [0.9917, -1.0926, 1.8853], [1.7497, 1.8714, -0.0298], [-0.4916, -2.2873, 2.1637]],
  "nbo_charge": [-0.238, -0.116, -0.311, -0.274, 0.233, -0.091, -0.330, 0.246, 0.215, 0.231, 0.242, 0.193],
  "homo_ev": -9.0,
  "smiles": "C=Cc1ccno1",
  "e_tot_ha": -323.3306,
  "e_lumo_ha": 0.003,
  "charge": 0,
  "de_lowest_ev": 5.146
}


{
  "formula": "C2H3N2OS",
  "method": "ωB97M-V/def2-TZVPD",
  "species": ["S", "O", "N", "N", "C", "C", "H", "H", "H"],
  "coordinates": [[2.5881, -0.1647, 0.5664], [-2.5511, -0.5748, 0.2221], [-1.3606, -1.0068, 0.0411], [1.6970, 0.4752, -0.6932], [0.4456, 0.3959, -0.7451], [-0.4578, -0.0605, 0.4628], [0.4315, -0.5543, 0.9513], [-0.8067, 0.8715, 0.8413], [0.0141, 0.6187, -1.6466]],
  "nbo_charge": [0.094, -0.590, -0.280, -0.568, 0.130, -0.307, 0.167, 0.186, 0.168],
  "homo_ev": [-1.4, -2.5],
  "e_tot_ha": -660.8063,
  "e_lumo_ha": [0.130, 0.074],
  "multiplicity": 3,
  "charge": -1,
  "s2": 2.0103,
  "de_lowest_ev": 0.614
}


{
  "formula": "CH3NO4S",
  "method": "ωB97M-V/def2-TZVPD",
  "species": ["S", "O", "O", "O", "O", "N", "C", "H", "H", "H"],
  "coordinates": [[1.2042, 0.0324, -0.5362], [0.9346, -0.9138, -1.5204], [3.0611, -1.7111, 0.2977], [1.5641, 1.3738, -0.8691], [-0.0641, -0.0362, 0.4910], [-1.3023, 0.1536, -0.2305], [2.4542, -0.7426, 0.5994], [-1.9745, -0.2791, 0.3997], [2.8155, -0.0706, 1.2842], [-1.1305, -0.4458, -1.1733]],
  "nbo_charge": [2.244, -0.927, -0.404, -0.877, -0.599, -0.520, 0.202, 0.365, 0.146, 0.371],
  "homo_ev": -10.4,
  "smiles": "NOS(=O)(=O)C=O",
  "e_tot_ha": -793.6756,
  "e_lumo_ha": -0.024,
  "charge": 0,
  "de_lowest_ev": 1.606
}


- Number 3 is which compound?
  CH3NO4S


Copy entry 1 word for word.
{
  "formula": "C5H5NO",
  "method": "ωB97M-V/def2-TZVPD",
  "species": ["O", "N", "C", "C", "C", "C", "C", "H", "H", "H", "H", "H"],
  "coordinates": [[-0.8294, -0.1306, -0.7967], [-1.0978, 0.8920, -1.5596], [-0.6877, -1.7574, 1.2319], [0.4267, -1.0934, 0.7683], [0.2898, 0.0360, -0.1204], [-0.0162, 1.7531, -1.5011], [0.9031, 1.1810, -0.6191], [0.3763, 2.7540, -1.9481], [-1.6146, -2.1260, 0.5257], [0.9917, -1.0926, 1.8853], [1.7497, 1.8714, -0.0298], [-0.4916, -2.2873, 2.1637]],
  "nbo_charge": [-0.238, -0.116, -0.311, -0.274, 0.233, -0.091, -0.330, 0.246, 0.215, 0.231, 0.242, 0.193],
  "homo_ev": -9.0,
  "smiles": "C=Cc1ccno1",
  "e_tot_ha": -323.3306,
  "e_lumo_ha": 0.003,
  "charge": 0,
  "de_lowest_ev": 5.146
}


- Look up the charge of the second one.
  -1


- What is the charge in the second record?
  -1